2 unconnected molecules or ions with the total composition C3H3N in a non-equilibrium geometry. Source: the OMol25 dataset; level of theory: ωB97M-V/def2-TZVPD.

Results
**Gap between HOMO and LUMO**: 11.46 eV
**Total energy**: -170.7471 Eh
**SMILES string**: C#C.C#N
**Energy relative to the best compared isomer or geometry (same formula, charge and spin)**: 52.1 kcal per mole
**M**: 53.06 g/mol
**E_HOMO**: -10.42 eV

Geometry as XYZ:
```
7
Properties=species:S:1:pos:R:3:mulliken_charge:R:1
C -1.95 -0.01 0.10 -0.343
C -1.29 -1.04 0.27 -0.418
C 2.05 0.76 -0.20 0.017
N 2.00 -0.21 0.42 -0.307
H -2.40 0.85 -0.33 0.339
H -0.78 -1.92 0.43 0.420
H 2.37 1.57 -0.69 0.292
```